Formula: C29H48BrClO14P2
Source: OMol25
Level of theory: ωB97M-V/def2-TZVPD

The geometry in XYZ format:
```
95
Properties=species:S:1:pos:R:3
C 9.6199 -2.8391 0.6734
C 8.3345 -3.8204 0.9029
C 6.8785 -3.2107 0.4747
Br 6.8744 -2.1370 -1.2262
P 5.9558 -2.3141 1.9397
C 7.0857 -0.8993 2.6577
O 6.9002 0.3916 1.9806
C 7.8757 0.6095 0.9016
P 4.0464 -1.4480 1.1984
O 3.1939 -2.6266 0.1981
Cl 4.3873 0.1986 -0.0939
H 9.6707 -2.2993 -0.3632
H 9.7890 -2.0226 1.4969
H 10.5864 -3.5393 0.7158
H 8.3278 -4.1109 2.0611
H 8.5542 -4.8302 0.3228
H 6.1832 -4.1555 0.2477
H 6.6849 -0.7481 3.7722
H 8.2001 -1.2411 2.7669
H 8.7483 -0.1694 0.9451
H 8.3276 1.7002 1.0794
H 7.3906 0.5860 -0.1671
H 2.2172 -2.4785 0.4576
O 0.5273 -2.5383 0.7644
C -0.0670 -1.4748 0.7016
O 0.5415 -0.2591 0.5759
C -0.4462 0.7683 0.6443
C -1.7433 0.0984 0.2731
C -1.5528 -1.3028 0.7964
H -0.4624 1.1702 1.6628
H -0.1894 1.5734 -0.0504
H -2.6215 0.6034 0.6840
H -1.8480 0.0717 -0.8183
H -1.8568 -1.3911 1.8432
H -2.0750 -2.0364 0.1779
O -2.9888 3.7411 -0.4537
C -4.1322 3.3497 -0.2876
O -4.4845 2.0377 -0.1505
C -5.9064 1.9391 -0.0842
C -6.3792 3.2991 0.3581
C -5.3518 4.2199 -0.2503
H -6.2845 1.6697 -1.0759
H -6.1890 1.1576 0.6273
H -7.4038 3.5206 0.0476
H -6.3341 3.3701 1.4516
H -5.6171 4.5075 -1.2715
H -5.1870 5.1033 0.3708
O -5.8576 -1.0666 -0.0593
C -5.5859 -1.3610 -1.2115
O -4.3892 -1.0946 -1.8124
C -4.4594 -1.4764 -3.1854
C -5.5732 -2.4877 -3.2606
C -6.5182 -2.0189 -2.1832
H -4.6665 -0.5844 -3.7859
H -3.5013 -1.9006 -3.4996
H -6.0335 -2.5483 -4.2503
H -5.1890 -3.4825 -3.0046
H -7.2265 -1.2751 -2.5586
H -7.0447 -2.8562 -1.7194
O 4.9159 5.6904 5.7803
C 5.0740 4.6677 5.1343
O 6.1715 3.8606 5.2269
C 6.0714 2.8209 4.2548
C 4.6037 2.7176 3.9325
C 4.1281 4.1387 4.0992
H 6.6701 3.1004 3.3816
H 6.4645 1.8885 4.6704
H 4.4091 2.3047 2.9392
H 4.1063 2.0752 4.6694
H 4.2452 4.7176 3.1789
H 3.0951 4.1772 4.4526
O 1.2370 -2.8917 -5.9416
C 2.2258 -2.5297 -5.3256
O 3.5068 -2.6637 -5.7784
C 4.4105 -2.2369 -4.7601
C 3.6051 -1.3282 -3.8688
C 2.2217 -1.9215 -3.9558
H 4.7799 -3.1201 -4.2283
H 5.2586 -1.7162 -5.2142
H 3.9934 -1.2711 -2.8485
H 3.5961 -0.3133 -4.2848
H 2.0703 -2.7111 -3.2146
H 1.4496 -1.1537 -3.8675
O -8.1710 2.0615 1.7778
C -9.0662 1.6886 1.0377
O -9.8645 2.5259 0.3126
C -10.8675 1.7583 -0.3512
C -10.3116 0.3605 -0.4297
C -9.4814 0.2643 0.8252
H -11.7902 1.8063 0.2365
H -11.0569 2.1783 -1.3433
H -11.0864 -0.4074 -0.5018
H -9.6613 0.2687 -1.3082
H -10.0753 -0.0664 1.6817
H -8.6126 -0.3826 0.6828
```

E_tot = -5904.075436 hartree
SMILES string = CC[C@H](Br)P(COC)#P(O)Cl.O=C1CCCO1.O=C1CCCO1.O=C1CCCO1.O=C1CCCO1.O=C1CCCO1.O=C1CCCO1
Spin multiplicity = 1
M = 797.99 g mol⁻¹

***

Formula: C29H48BrN3P2STi
Source: OMol25
Level of theory: ωB97M-V/def2-TZVPD

The geometry in XYZ format:
```
85
Properties=species:S:1:pos:R:3
N -4.5515 4.3689 -2.4330
C -3.9948 4.9710 -1.3882
C -2.6164 4.8861 -1.1211
C -1.8299 4.1035 -1.9631
C -2.4158 3.5473 -3.1051
C -3.8024 3.6795 -3.2840
C -0.3266 3.8839 -1.7306
Ti 1.1191 3.5309 -0.4501
P 3.9316 0.9492 -0.4756
C 0.2285 2.5300 -1.8419
C -0.5309 1.2658 -1.6796
C -0.1054 0.1745 -2.4633
C -0.2681 -1.1052 -2.0319
C -0.8971 -1.3859 -0.7186
C -1.8244 -0.2798 -0.3509
C -1.5512 1.0091 -0.7509
Br 0.5194 -1.3013 0.7372
H 0.2984 4.6602 -2.2481
H 1.1117 2.4586 -2.5155
H -2.1946 5.4206 -0.2674
H -1.8152 3.0190 -3.8390
H -4.6655 5.5657 -0.7591
H -4.2910 3.2332 -4.1546
H 0.4451 0.3896 -3.3905
H -2.0776 1.8596 -0.3049
H 0.1593 -1.9320 -2.5977
H -2.6426 -0.5007 0.3339
P -1.4631 -3.2220 -0.5136
C 3.0346 2.5046 -0.1781
C 3.8903 3.6665 0.3778
H 2.1308 2.2027 0.5123
H 2.6997 2.7107 -1.2648
H 3.2743 4.5207 0.7038
H 4.5080 3.3631 1.2365
H 4.5968 4.0349 -0.3855
C 2.8399 -0.0360 -1.5842
C 3.5431 -1.2821 -2.1298
H 2.4690 0.6044 -2.3987
H 1.9662 -0.3167 -0.9726
H 2.9943 -1.6944 -2.9889
H 4.5569 -1.0322 -2.4741
H 3.6121 -2.0798 -1.3747
C 3.6384 0.0541 1.1207
C 4.9215 -0.5894 1.6550
H 2.8618 -0.7121 0.9461
H 3.2069 0.7804 1.8297
H 4.6958 -1.4265 2.3346
H 5.5542 -0.9772 0.8430
H 5.5100 0.1416 2.2274
C -1.5011 -3.7881 1.2314
C -1.5725 -5.2921 1.5009
H -2.3726 -3.2925 1.6845
H -0.6140 -3.3608 1.7171
H -2.5652 -5.6951 1.2617
H -0.8145 -5.8599 0.9460
H -1.4004 -5.4734 2.5716
C -0.2382 -4.1738 -1.4464
C -0.5725 -4.4702 -2.9156
H -0.0944 -5.1146 -0.8963
H 0.7115 -3.6230 -1.3722
H -1.4477 -5.1306 -3.0119
H -0.7619 -3.5543 -3.4932
H 0.2817 -4.9848 -3.3817
C -3.1373 -3.4969 -1.1679
C -4.2637 -3.2182 -0.1770
H -3.1461 -4.5526 -1.4941
H -3.2195 -2.8613 -2.0651
H -5.2120 -3.2557 -0.7220
H -4.3074 -3.9716 0.6196
H -4.1741 -2.2260 0.2834
S -0.2885 3.2588 1.3193
C -0.1064 2.0601 2.6202
N -1.1157 1.2525 2.9374
C -1.0682 0.2632 4.0130
C -0.0558 0.6902 5.0532
C 1.2543 1.0910 4.4294
N 1.0253 2.0238 3.3348
H -1.8864 1.2443 2.2820
H -0.8052 -0.7147 3.5892
H -2.0687 0.1834 4.4499
H 0.1036 -0.1244 5.7621
H -0.4661 1.5313 5.6171
H 1.7800 0.2125 4.0400
H 1.9037 1.5785 5.1579
H 1.7624 2.6288 2.9933
```

E_tot = -5800.839378 hartree
Relative energy (zero: lowest compared OMol25 entry of this formula, charge and spin) = 0.00 kJ/mol
Spin multiplicity = 1
Charge = +4
M = 660.51 g mol⁻¹

***

Formula: C29H48BrNOOsP2
Source: OMol25
Level of theory: ωB97M-V/def2-TZVPD

The geometry in XYZ format:
```
83
Properties=species:S:1:pos:R:3
C -0.5565 7.2205 -5.9946
C -0.7093 5.8468 -6.2647
C -1.0339 5.4445 -7.5773
C -1.1747 6.4292 -8.5721
N -1.0050 7.7301 -8.2875
C -0.7162 8.1314 -7.0498
C -0.6316 4.8659 -5.2104
C -0.9765 3.9529 -4.4698
C -1.1082 3.0304 -3.4467
C 0.0262 2.9207 -2.6299
C 0.1715 1.6698 -2.0241
C -0.9876 0.7344 -2.0922
C -2.1934 1.0126 -2.6645
C -2.2311 2.1888 -3.4130
Os 0.4100 0.1319 -1.0440
P 2.4295 -0.8398 -1.3185
H -1.2148 4.3960 -7.8134
H -0.3611 7.5729 -4.9810
H -1.4293 6.1470 -9.6015
H -0.6050 9.2174 -6.8668
H -3.1032 2.4354 -4.0229
H 0.8679 3.6348 -2.6628
H -3.0417 0.3461 -2.4947
H 1.3064 1.3350 -1.8308
C 2.3785 -2.3434 -0.2561
C 3.1448 -3.5479 -0.7962
H 1.3022 -2.5350 -0.1030
H 2.7830 -2.0411 0.7201
H 3.2145 -4.3171 -0.0156
H 2.6547 -4.0074 -1.6622
H 4.1728 -3.2825 -1.0736
C 2.3727 -1.3522 -3.0878
C 3.1486 -0.4500 -4.0305
H 1.2902 -1.2985 -3.2845
H 2.6651 -2.4041 -3.1944
H 2.9144 -0.7289 -5.0653
H 2.8812 0.6101 -3.9096
H 4.2328 -0.5581 -3.8900
C 3.9133 0.1386 -0.9222
C 5.2189 -0.6370 -0.8724
H 3.6754 0.6330 0.0328
H 3.9652 0.9333 -1.6817
H 6.0498 0.0634 -0.7561
H 5.2600 -1.3329 -0.0318
H 5.3992 -1.1935 -1.7956
Br -1.5897 -1.3406 -0.3252
P -2.3333 -3.0281 -3.8828
C -0.5508 -3.2220 -3.5790
C -0.1141 -4.6508 -3.9380
H -0.4013 -2.9782 -2.5170
H -0.0206 -2.4956 -4.2114
H 0.9661 -4.6923 -4.1319
H -0.3467 -5.3686 -3.1394
H -0.6276 -5.0003 -4.8456
C -3.2792 -3.0816 -2.3371
C -4.7025 -3.6402 -2.4136
H -3.3044 -2.0297 -2.0058
H -2.6719 -3.6638 -1.6247
H -5.0849 -3.7361 -1.3924
H -5.3636 -2.9589 -2.9559
H -4.7266 -4.6273 -2.8875
C -2.6143 -1.4024 -4.6530
C -2.8860 -1.5975 -6.1507
H -1.7357 -0.7702 -4.4634
H -3.4826 -0.9456 -4.1551
H -3.1917 -0.6513 -6.6131
H -1.9976 -1.9595 -6.6800
H -3.6858 -2.3340 -6.2958
C 2.4669 0.1768 2.6373
C 1.3615 1.2045 2.7017
O 0.9532 1.5813 1.3882
C -0.0191 2.6379 1.4336
C -1.4277 2.1232 1.2060
H 2.1692 -0.7233 2.0900
H 2.7247 -0.1238 3.6562
H 3.3726 0.5972 2.1874
H 0.4964 0.8085 3.2669
H 1.7360 2.1055 3.2226
H 0.0255 3.1563 2.4045
H 0.2551 3.3523 0.6455
H -1.7770 1.5252 2.0615
H -2.1156 2.9668 1.0723
H -1.4933 1.4934 0.2953
```

E_tot = -4609.333777 hartree
Expectation value of S² = 6.050
Relative energy (zero: lowest compared OMol25 entry of this formula, charge and spin) = 414.13 kJ/mol
Spin multiplicity = 5
Charge = +4
M = 758.79 g mol⁻¹

***

Formula: C29H48BrNOP2Ti
Source: OMol25
Level of theory: ωB97M-V/def2-TZVPD

The geometry in XYZ format:
```
83
Properties=species:S:1:pos:R:3
C 0.2934 4.3398 -1.4979
C -0.3014 3.1592 -1.9735
C -0.8380 3.1974 -3.2689
C -0.7524 4.3869 -4.0101
N -0.2657 5.5152 -3.4977
C 0.2178 5.5133 -2.2632
C -0.3708 1.9910 -1.0848
C -1.2344 1.1873 -0.4120
C -1.9976 0.6153 0.6478
C -1.3518 -0.2866 1.5328
C -2.0945 -0.9834 2.4921
C -3.5128 -0.8143 2.5893
C -4.1066 0.2148 1.8298
C -3.3732 0.8897 0.8492
Ti 0.5404 0.9790 0.2515
P 2.5520 -0.5495 0.1260
H -1.3351 2.3338 -3.6994
H 0.7943 4.4031 -0.5380
H -1.0938 4.4177 -5.0440
H 0.5956 6.4540 -1.8420
H -3.8412 1.6333 0.1819
H -0.2619 -0.5762 1.3326
H -5.1453 0.4836 1.9896
H -1.5956 -1.7608 3.0773
C 2.3560 -1.9435 1.2995
C 3.0324 -3.2547 0.9304
H 1.2746 -2.1122 1.4263
H 2.7294 -1.5824 2.2698
H 2.8861 -3.9601 1.7576
H 2.5803 -3.7000 0.0396
H 4.1120 -3.1500 0.7733
C 3.0178 -1.1583 -1.5288
C 3.3540 -0.0399 -2.5126
H 2.1928 -1.7607 -1.9300
H 3.8745 -1.8292 -1.3819
H 3.6401 -0.4942 -3.4690
H 2.4969 0.6204 -2.7032
H 4.1899 0.5747 -2.1582
C 4.0939 0.2401 0.7183
C 5.3008 -0.6766 0.8982
H 3.8504 0.7354 1.6684
H 4.3163 1.0321 -0.0084
H 6.1758 -0.0509 1.1071
H 5.1931 -1.3606 1.7491
H 5.5390 -1.2690 0.0057
Br -4.5398 -2.0639 3.4557
P -1.7001 -2.3168 -1.5877
C -0.1729 -2.7684 -0.7205
C 0.1388 -4.2487 -0.9794
H -0.3556 -2.5660 0.3432
H 0.6329 -2.1098 -1.0717
H 1.1961 -4.4783 -0.8338
H -0.4365 -4.8882 -0.2992
H -0.1159 -4.5261 -2.0137
C -2.9728 -2.5295 -0.2867
C -4.1302 -3.4019 -0.7801
H -3.2747 -1.5313 0.0626
H -2.4878 -3.0220 0.5706
H -4.8236 -3.5863 0.0509
H -4.6812 -2.9327 -1.6002
H -3.7381 -4.3659 -1.1291
C -2.0647 -0.7195 -2.3446
C -2.6844 -0.8951 -3.7426
H -1.1056 -0.1904 -2.4027
H -2.7236 -0.1601 -1.6661
H -2.9277 0.0860 -4.1675
H -1.9607 -1.3947 -4.4045
H -3.6034 -1.4973 -3.7183
C 1.4570 0.5595 3.5539
C 0.6564 1.8128 3.4050
O 0.4715 2.1049 1.9568
C -0.2208 3.4027 1.8334
C -1.6049 3.4122 2.4413
H 0.8635 -0.3268 3.2813
H 1.7219 0.4735 4.6145
H 2.3908 0.5925 2.9751
H -0.3359 1.6922 3.8620
H 1.1401 2.7011 3.8350
H 0.4368 4.1642 2.2799
H -0.3022 3.6182 0.7574
H -1.5908 3.1456 3.4995
H -2.0098 4.4236 2.3436
H -2.2698 2.7269 1.9068
```

E_tot = -5369.271616 hartree
Expectation value of S² = 2.009
Spin multiplicity = 3
Charge = +2
M = 616.43 g mol⁻¹

***

Formula: C29H48CeNP3S2
Source: OMol25
Level of theory: ωB97M-V/def2-TZVPD

The geometry in XYZ format:
```
84
Properties=species:S:1:pos:R:3
Ce 0.0597 0.1048 -0.6521
P 1.6352 2.4552 0.3106
P -1.7700 1.3842 1.3881
P -1.3198 2.7520 -1.6962
H 0.2358 -3.2932 -7.1384
C 0.4668 -2.3049 -7.5454
C 1.5278 -1.5350 -7.2199
H 2.1787 -1.6627 -6.3369
C 3.2316 1.8842 1.0307
C 1.1913 3.6493 1.6274
C 2.3431 3.6201 -0.9282
C -3.3274 0.4337 1.0916
C -1.3760 0.8942 3.1243
C -2.4593 3.0425 1.7720
C -1.0008 3.1655 -3.4550
C -1.1818 4.4936 -1.1034
C -3.1522 2.5878 -1.7502
H -0.1947 -1.9494 -8.3483
H 1.8206 -0.7386 -7.9384
H 3.6363 1.0731 0.4113
H 3.1034 1.5148 2.0566
H 3.9298 2.7372 1.0203
H 0.8679 3.1042 2.5241
H 0.3839 4.3242 1.3113
H 2.1023 4.2247 1.8598
H 2.5089 3.0924 -1.8807
H 3.3101 3.9402 -0.5026
H 1.7150 4.5018 -1.1210
H -4.1133 0.8022 1.7695
H -3.1420 -0.6317 1.2953
H -3.6694 0.5342 0.0505
H -1.8221 1.6181 3.8288
H -0.2853 0.8793 3.2610
H -1.7578 -0.1102 3.3646
H -3.0819 2.9313 2.6698
H -3.0782 3.4711 0.9765
H -1.6481 3.7447 2.0032
H -1.7202 3.9360 -3.7693
H -1.0975 2.2698 -4.0797
H 0.0203 3.5578 -3.5580
H -1.7886 5.1353 -1.7586
H -0.1412 4.8314 -1.1631
H -1.5235 4.6208 -0.0714
H -3.5286 3.1296 -2.6276
H -3.6376 2.9818 -0.8485
H -3.4088 1.5279 -1.8636
C 0.4278 -1.0558 -3.9249
C -0.7891 -0.8697 -4.6343
C -1.5019 -2.0175 -4.9695
C -1.0192 -3.2905 -4.5755
C 0.3124 -3.4675 -4.1696
C 1.0332 -2.3450 -3.8023
S 1.2902 0.2877 -3.2688
H -1.0040 0.4274 -2.1990
H -1.1663 0.1430 -4.8574
H -2.4196 -1.9411 -5.5696
H -1.6893 -4.1665 -4.5926
H 0.7667 -4.4644 -4.1262
H 2.0568 -2.4315 -3.4165
N 0.2286 -1.3338 1.1448
S 1.3797 -2.2586 1.9154
C 0.7251 -3.8135 2.5097
C -0.6128 -4.1707 2.3426
C -1.1234 -5.2823 3.0288
C -0.2871 -6.1037 3.7850
C 1.0862 -5.8313 3.8140
C 1.5970 -4.6989 3.1769
C 1.6109 -1.4420 3.5005
C 2.7335 -0.5998 3.5854
C 2.9016 0.2194 4.7032
C 1.9373 0.2202 5.7161
C 0.8367 -0.6334 5.6443
C 0.6987 -1.5126 4.5607
H -0.6735 -1.4602 1.6475
H -1.2489 -3.5844 1.6894
H -2.1809 -5.5351 2.9746
H -0.6877 -6.9699 4.3269
H 1.7632 -6.5101 4.3303
H 2.6629 -4.4752 3.1986
H 3.4605 -0.6094 2.7659
H 3.7945 0.8448 4.7845
H 2.0815 0.8660 6.5808
H 0.0932 -0.6249 6.4438
H -0.1171 -2.2346 4.5458
```

E_tot = -3483.052345 hartree
Expectation value of S² = 0.776
Relative energy (zero: lowest compared OMol25 entry of this formula, charge and spin) = 86.18 kJ/mol
Spin multiplicity = 2
Charge = +3
M = 707.88 g mol⁻¹

***

| no. | largest force on an atom (eV Å⁻¹) |
| --- | --- |
| 1 | 3.14 |
| 2 | 4.06 |
| 3 | 10.27 |
| 4 | 2.66 |
| 5 | 1.83 |